A single CHClN2O molecule at a distorted geometry, computed with wB97M-V/def2-TZVPD.

Summary:
total charge = 0
Kohn-Sham gap (spin up / spin down) = 9.7311 / 8.5254 eV
spin multiplicity = 3
⟨S²⟩ = 2.01
energy above the lowest of the compared OMol25 structures with the same formula, charge and spin = 0.0 kcal per mole

CARTESIAN COORDINATES (ANGSTROEM)
Cl (1.49770, 1.23409, 1.30674)
O (0.89910, -1.22892, 0.79974)
N (-0.33700, 0.45409, -0.30136)
N (-1.01093, -0.40981, -0.88311)
C (0.65369, -0.09567, 0.57482)
H (-1.70256, 0.04623, -1.49684)

Force components x, y, z for each atom (eV/Å):
Cl 0.32 0.30 0.28
O -0.24 -0.31 -0.21
N 2.05 -1.99 1.82
N -1.84 1.20 -1.63
C -0.12 1.74 -0.13
H -0.17 -0.95 -0.14

***

2 unconnected molecules or ions with the total composition C9H18Si at a distorted geometry, computed with wB97M-V/def2-TZVPD.

Summary:
total charge = 0
SMILES string = CC#C[Si](C)(C)C.C=CC
Kohn-Sham gap = 9.8902 eV
spin multiplicity = 1
energy above the lowest of the compared OMol25 structures with the same formula, charge and spin = 45.2 kcal per mole

CARTESIAN COORDINATES (ANGSTROEM)
Si (0.20345, -1.69845, 0.02213)
C (1.48948, 2.47888, -0.34637)
C (0.24409, -3.08349, -1.27407)
C (-2.78293, 1.18869, -1.32842)
C (-1.77750, 0.19744, -1.12070)
C (-0.78383, -0.28211, -0.62369)
C (-0.58200, 2.69423, 1.06383)
C (1.97989, -0.95836, 0.06935)
C (-0.47494, -2.10259, 1.75584)
C (0.63907, 2.12256, 0.81566)
H (1.07436, -3.75304, -0.99262)
H (-0.96623, 3.55400, 0.55530)
H (1.51743, 1.72170, -1.15606)
H (-3.79583, 0.77246, -0.94025)
H (-1.17370, 2.36325, 1.87590)
H (-0.75839, -3.54825, -1.47061)
H (-0.95493, -1.15417, 2.08162)
H (1.91381, -0.26993, 0.94311)
H (0.37784, -2.59260, -2.30157)
H (1.17316, 3.32676, -0.99968)
H (2.72867, -1.70202, 0.40012)
H (2.47831, 2.53131, -0.19420)
H (-3.05902, 1.47501, -2.28705)
H (1.04632, 1.28294, 1.43068)
H (-1.03980, -3.05496, 1.88894)
H (2.40633, -0.31177, -0.64570)
H (0.33228, -2.38671, 2.38903)
H (-2.55094, 2.13410, -0.76791)

Cartesian forces (eV/Å) of the 6 atoms listed first:
Si 0.87 0.54 -1.02
C -3.01 -0.12 -2.90
C -1.07 0.97 -1.15
C -2.69 0.14 2.42
C 0.85 0.85 0.33
C -0.34 -1.56 -0.22

***

A single C5H8N2O2 molecule at a distorted geometry, computed with wB97M-V/def2-TZVPD.

Summary:
total charge = 0
SMILES string = C[C@@H]1OC(=O)NN2C[C@H]12
Kohn-Sham gap = 9.6481 eV
spin multiplicity = 1
energy above the lowest of the compared OMol25 structures with the same formula, charge and spin = 128.7 kcal per mole

CARTESIAN COORDINATES (ANGSTROEM)
O (-3.30533, -0.47893, -0.06495)
O (-1.23661, -1.10734, 0.07608)
N (-0.25780, 1.02811, -0.43328)
N (-1.61824, 1.22152, -0.12641)
C (1.00752, 1.48592, -0.03848)
C (0.41482, 0.48173, 0.82176)
C (0.20326, -0.88805, 0.43714)
C (-2.12440, -0.11380, 0.03819)
C (1.28333, -1.55747, -0.50286)
H (-0.13992, 0.77881, 1.66943)
H (1.82546, 1.42159, -0.91469)
H (2.20012, -1.48833, 0.14125)
H (0.24528, -1.45514, 1.44070)
H (1.05319, -2.64524, -0.62231)
H (-2.08610, 1.74778, -0.95111)
H (1.10432, 2.52911, 0.46860)
H (1.43111, -0.96028, -1.43907)

Cartesian forces (eV/Å) of the 6 atoms listed first:
O 2.26 2.16 0.65
O 1.86 0.30 0.60
N 0.36 -0.79 -0.78
N -1.13 1.43 -0.99
C 2.10 4.86 -0.85
C -0.76 -0.23 -2.80

***

5 unconnected molecules or ions with the total composition C27H39F5O17 at a distorted geometry, computed with wB97M-V/def2-TZVPD.

Summary:
total charge = 0
SMILES string = CCCC[C@@]1(OCC)OC(=O)O[C@]1(CCF)CCCCO.O=C1OC[C@@H](F)O1.O=C1OC[C@@H](F)O1.O=C1OC[C@@H](F)O1.O=C1OC[C@@H](F)O1
Kohn-Sham gap = 10.6475 eV
spin multiplicity = 1
energy above the lowest of the compared OMol25 structures with the same formula, charge and spin = 0.0 kcal per mole

CARTESIAN COORDINATES (ANGSTROEM)
F (-2.50714, -3.14848, 1.70563)
F (-2.74082, 3.24951, -10.24739)
F (-1.26816, -5.12364, 5.46026)
F (-2.20441, 2.90933, -7.49697)
F (-2.70531, 0.16198, 3.18967)
O (1.56643, -5.41051, 3.52134)
O (0.50816, -1.57174, 5.52666)
O (2.79743, 0.51192, 2.89425)
O (0.73794, 0.61091, -11.06920)
O (-4.45279, -4.29837, 1.70213)
O (-0.43168, 2.70700, -6.10645)
O (2.20195, -7.50703, 4.04458)
O (-5.41322, -3.47421, 3.53326)
O (1.61192, 0.27743, 4.85716)
O (-0.44347, 0.78183, -1.86147)
O (0.77911, 2.00461, -4.33732)
O (0.05545, 2.49227, -12.10176)
O (0.11089, -0.65493, 3.51179)
O (-0.86779, 0.73065, -5.18951)
O (0.49008, -6.50987, 5.12900)
O (-0.99162, 1.81350, -10.25720)
O (-6.32621, -5.26407, 2.51419)
C (0.34861, 0.65676, 1.45926)
C (-2.00183, 0.89129, 4.15230)
C (-1.28204, 2.03647, -7.01978)
C (-3.84323, -3.04453, 1.92808)
C (3.30855, 3.05353, 3.41379)
C (1.96898, 2.49674, 3.89426)
C (-5.48574, -4.43781, 2.58569)
C (0.31971, 0.67191, 2.98158)
C (1.71345, 1.01135, 3.60168)
C (-0.12908, -1.08247, -0.34734)
C (0.07135, -5.16204, 5.23630)
C (2.34694, 4.28985, 1.37366)
C (4.38149, -1.14787, 2.23143)
C (-1.41244, 3.15542, -10.47541)
C (-0.08824, 1.82786, -5.12364)
C (3.39789, 3.29748, 1.90360)
C (-4.17486, -2.77442, 3.37991)
C (1.49335, -6.57501, 4.20736)
C (-1.07402, 3.35465, -11.93823)
C (-0.81006, 1.59703, 3.53437)
C (0.01658, 1.54286, -11.14379)
C (-0.71740, -0.24116, 0.78954)
C (0.73151, -0.71617, 4.70843)
C (0.45694, -0.25509, -1.48542)
C (0.44424, -4.59805, 3.88460)
C (-1.90023, 0.95983, -6.15294)
C (2.97490, -0.90431, 2.75763)
H (-0.80564, 4.37591, -12.19115)
H (-0.88320, 3.81810, -9.78912)
H (-1.50767, 0.38127, 0.36982)
H (4.77531, -2.09580, 2.59278)
H (1.89798, 2.61924, 4.97805)
H (1.42176, 0.16896, -1.18197)
H (4.41475, -1.11560, 1.14261)
H (-2.68579, 1.64013, 4.56157)
H (1.17523, 3.10626, 3.46394)
H (5.03434, -0.35349, 2.60168)
H (0.66072, -0.89690, -2.34892)
H (-1.18721, 2.24407, 2.73854)
H (-0.69136, 1.65642, -7.85252)
H (0.21640, 1.68815, 1.11976)
H (-1.72310, 0.21425, 4.96227)
H (0.71853, -3.54767, 3.91789)
H (1.33452, 0.35893, 1.10198)
H (1.87668, 4.85170, 2.18527)
H (0.06806, 1.57721, -2.03272)
H (-1.14493, -0.92260, 1.52157)
H (-2.79206, 1.33527, -5.64920)
H (2.84937, -1.39830, 3.72091)
H (3.31382, 2.34688, 1.37423)
H (-0.89829, -1.75473, -0.73457)
H (2.23341, -1.30621, 2.06114)
H (0.57796, -4.69380, 6.08097)
H (0.67246, -1.71067, 0.05894)
H (4.39871, 3.68030, 1.69150)
H (3.44090, 4.02464, 3.90576)
H (-3.42106, -3.21335, 4.03654)
H (-4.29546, -1.71942, 3.60484)
H (-4.24990, -2.31642, 1.22456)
H (4.13388, 2.42441, 3.74936)
H (-1.89432, 3.01508, -12.57144)
H (-0.36435, -4.74805, 3.17114)
H (1.54483, 3.76866, 0.84435)
H (2.79659, 4.99982, 0.67989)
H (-0.44182, 2.26103, 4.31821)
H (-2.13213, 0.04413, -6.68797)

Cartesian forces (eV/Å) of the 6 atoms listed first:
F 0.01 -0.11 0.08
F 0.00 -0.05 -0.04
F 0.05 -0.07 -0.08
F 0.06 0.04 0.09
F 0.02 0.00 0.11
O -0.05 0.07 -0.03

***

A molecular structure, C37H89N3O21 at a distorted geometry, computed with wB97M-V/def2-TZVPD.

Summary:
total charge = 0
Kohn-Sham gap = 8.0439 eV
spin multiplicity = 1

CARTESIAN COORDINATES (ANGSTROEM)
O (2.99295, 1.82836, -3.02852)
O (3.44357, 2.26444, -0.90079)
O (-2.74853, -2.78204, -5.86695)
O (-1.91042, -2.54328, 2.47547)
O (-2.45914, -5.22724, 0.17411)
O (-2.47695, 0.92684, -2.09981)
O (-0.73833, -4.16328, -3.59070)
O (-0.05594, -2.81444, -0.72259)
O (6.05628, 4.98626, 0.10519)
O (1.64339, -0.09504, 7.03938)
O (-2.42212, 2.72853, 1.40808)
O (2.74161, -0.85906, 5.22693)
O (-1.05700, 2.61978, -2.43870)
O (-0.32350, 0.44110, -1.92229)
O (-3.63008, -2.46317, -4.04691)
O (2.24893, -2.25926, 6.86249)
O (2.25473, 4.66041, 2.77598)
O (1.60250, 0.87671, 1.81052)
O (-4.02728, -0.90494, -5.62167)
O (2.57476, 3.92797, -2.36482)
O (-2.68650, 0.68973, 1.76369)
N (4.68749, 2.81534, 1.88024)
N (-1.87896, -6.43521, -2.63050)
N (-0.44305, -1.03151, 1.54036)
C (1.59298, -2.66490, 8.03750)
C (-1.24664, 1.44737, -2.11288)
C (0.23850, 1.29299, 1.90741)
C (1.20394, 4.56996, -0.39376)
C (-2.28029, 2.73686, 0.00090)
C (2.43102, 1.99592, 1.34979)
C (4.18874, 3.53140, 0.72176)
C (-2.83608, -1.71893, 3.16584)
C (2.43718, 4.90343, -1.32891)
C (-0.56992, 0.06903, 2.47816)
C (-3.60512, 1.64336, -2.60363)
C (-1.40774, -2.37372, -0.32316)
C (2.82882, 3.44390, 3.37074)
C (-3.76249, 0.32138, 0.93796)
C (2.75379, 0.46948, 4.57609)
C (-3.10052, -6.19578, -1.87124)
C (-2.89371, -6.39549, -0.40098)
C (3.05099, 2.63426, -2.00111)
C (1.83576, -0.40614, -1.35071)
C (-3.53721, -1.97119, -5.17828)
C (1.00306, 0.82114, -1.58454)
C (0.17187, -4.19464, -0.52314)
C (-3.71327, -1.91801, -1.72577)
C (1.45774, 0.62487, 3.85127)
C (-1.64841, -4.78883, -4.43646)
C (2.32510, 2.20335, -4.20186)
C (6.47185, 6.27372, -0.12827)
C (4.70804, 4.96382, 0.57716)
C (-1.90071, -6.21924, -4.06822)
C (-1.29179, -0.98805, 0.34561)
C (-2.18448, -2.32627, -7.05094)
C (-4.43792, -1.86081, -3.05018)
C (2.15594, -1.02297, 6.39239)
C (0.82610, 4.67857, 2.70088)
C (-1.97628, -5.42960, 1.53899)
C (4.34862, 3.48593, 3.21013)
C (-0.50673, -2.77982, -3.80235)
H (0.54517, -1.15475, 1.37195)
H (-1.43878, -1.55868, -6.84393)
H (-2.80137, -5.55356, 2.24041)
H (4.05193, 5.51145, -0.09938)
H (-4.71978, 0.32355, 1.45920)
H (-1.22148, -6.21541, 1.50935)
H (2.78250, 2.96792, -4.82981)
H (2.85335, 1.12671, 5.43993)
H (2.27451, 1.28044, -4.77960)
H (-1.92995, -2.97043, 0.42472)
H (-3.86160, 2.56479, -2.08085)
H (1.48762, 1.45060, -2.33092)
H (0.94468, 1.29818, -0.60621)
H (-3.06340, -2.25723, 4.08599)
H (-1.57828, 0.45825, 2.61890)
H (-2.57105, -4.21805, -4.33143)
H (-3.43112, -5.15903, -1.93393)
H (1.22446, 3.66722, 0.21676)
H (4.66184, 2.80593, 4.00234)
H (-2.94120, -1.95358, -7.74128)
H (0.42476, 4.30379, 1.75931)
H (-2.73641, 3.51704, -0.60850)
H (-2.77078, -6.57643, -4.61912)
H (-4.50566, 1.02964, -2.62553)
H (3.62347, 0.59809, 3.93171)
H (-1.06871, -6.80339, -4.46149)
H (4.77026, 4.48664, 3.30432)
H (-2.23954, -7.25719, -0.26823)
H (-1.02121, -0.17964, -0.33363)
H (2.23448, 2.23282, 0.30415)
H (1.29200, -0.93110, -0.56532)
H (0.51250, 5.71781, 2.79950)
H (0.27210, 4.53074, -0.95789)
H (-2.32448, -0.82268, 0.65271)
H (3.10459, 3.41871, 0.71566)
H (4.58682, 5.52260, 1.50514)
H (3.48287, 1.86984, 1.60633)
H (-3.82126, -6.60475, 0.13191)
H (-3.58813, 1.97904, -3.64051)
H (3.39583, 4.79316, -0.82204)
H (-1.21185, 2.94794, -0.04386)
H (-2.19044, 3.61992, 1.67890)
H (1.21023, 5.37842, 0.33730)
H (2.48688, 2.51325, 2.91789)
H (2.86527, -0.16406, -1.08687)
H (7.42688, 6.29967, -0.65300)
H (-3.78399, -1.48538, 2.68106)
H (-0.19327, -0.19681, 3.46587)
H (1.27826, -0.34128, 3.37964)
H (1.77723, -1.95458, 8.84348)
H (-3.85506, 0.97633, 0.07161)
H (-2.40686, -0.73910, 3.37514)
H (-0.19355, 1.62392, 0.96299)
H (-1.68035, -3.16692, -7.52766)
H (2.08492, 2.86666, 1.90668)
H (0.50810, -2.76689, 8.01035)
H (-1.40157, -2.24507, -3.48394)
H (0.27374, -2.46035, -3.11175)
H (-2.41742, 1.58336, 1.53868)
H (0.08574, -4.33967, 0.55374)
H (2.39260, 5.84865, -1.86992)
H (-2.45424, 1.74652, -0.41991)
H (0.09864, 2.15389, 2.56114)
H (-0.56909, -4.88121, -0.93267)
H (4.39574, 2.90238, -0.14403)
H (-3.58001, -0.66002, 0.50018)
H (-1.29824, -4.67267, -5.46212)
H (-3.88214, -2.83962, -1.16880)
H (1.08411, -4.56947, -0.98725)
H (1.95802, -3.62261, 8.40853)
H (-5.37892, -2.41034, -3.02530)
H (1.90837, -1.03768, -2.23614)
H (0.34144, 3.97014, 3.37269)
H (-3.92764, -1.04503, -1.10929)
H (0.64147, 0.87199, 4.53003)
H (5.68935, 2.93693, 1.84031)
H (2.50810, 3.45095, 4.41246)
H (5.93839, 6.87176, -0.86709)
H (-2.00585, -2.30317, -1.23166)
H (-2.63130, -1.97107, -1.84674)
H (-1.15021, -2.01303, 2.22540)
H (-4.82141, -0.86757, -3.28366)
H (1.31229, 2.46819, -3.89826)
H (-3.83106, -6.92206, -2.22754)
H (-0.22909, -2.48917, -4.81554)
H (-1.41373, -4.56393, 1.88863)
H (1.49324, 1.38232, 3.06826)
H (6.47441, 6.84085, 0.80256)
H (-1.13684, -5.80768, -2.35562)

Cartesian forces (eV/Å) of the 6 atoms listed first:
O 2.51 0.07 -0.41
O -2.80 -1.69 -7.46
O -0.14 -0.34 -0.28
O -3.62 -2.03 1.66
O 1.45 1.18 1.81
O -0.33 -1.30 -0.48

***

A gas-phase ion, C6H14N2 (charge +2) at a distorted geometry, computed with wB97M-V/def2-TZVPD.

Summary:
total charge = +2
SMILES string = CC=[N+]=C[C@@H](C)[NH2+]C
Kohn-Sham gap = 11.3633 eV
spin multiplicity = 1
energy above the lowest of the compared OMol25 structures with the same formula, charge and spin = 33.8 kcal per mole

CARTESIAN COORDINATES (ANGSTROEM)
N (2.01155, 0.76722, -0.48749)
N (-1.77580, 0.76433, 0.11888)
C (3.24989, 0.55273, 0.31641)
C (0.66142, -1.28930, -0.13900)
C (-3.95562, -0.20448, -0.21729)
C (-2.96474, 0.60084, 0.47798)
C (-0.67118, 1.04071, -0.33398)
C (0.83258, 0.17252, 0.16867)
H (-3.27799, 1.11683, 1.38856)
H (-3.57799, -0.68567, -1.11557)
H (0.86864, 0.38074, 1.24102)
H (1.52082, -1.85787, 0.21576)
H (4.12071, 0.90319, -0.23451)
H (-4.80140, 0.44915, -0.46852)
H (3.38612, -0.50386, 0.53530)
H (0.54521, -1.47481, -1.20460)
H (-0.20615, -1.69027, 0.37835)
H (-4.38808, -0.94363, 0.46425)
H (3.18866, 1.10339, 1.25406)
H (1.90664, 1.78128, -0.62260)
H (2.14864, 0.34083, -1.41651)
H (-0.51253, 1.85442, -1.03008)

Cartesian forces (eV/Å) of the 6 atoms listed first:
N 0.09 0.34 -0.46
N 0.07 -0.09 -0.06
C 0.96 -0.14 0.55
C 0.24 -0.18 0.02
C -0.43 -0.48 -0.49
C -0.62 0.20 0.68

***

Calculated E_tot, -683.5317; -643.1039; -455.1534; -2830.7050; -3206.4523; -345.8332 Ha (same order as the records).